Entry 1:
Here is a structure of composition C21H18BrN3O3Tc from the Open Molecules 2025 dataset. Energies are from ωB97M-V/def2-TZVPD.

As for the total charge: +2. As for the HOMO energy (spin up / spin down): -14.3 / -14.5 eV. For the energy, the calculation gives -104909.2830 eV. Its gap between HOMO and LUMO (spin up / spin down) is 6.70 / 6.63 eV. The multiplicity is 2. The LUMO energy (spin up / spin down) is -7.6 / -7.9 eV.

Atoms and positions in Å:
Tc  0.407  0.023  0.201
O  0.187  0.086  2.119
C  0.326  1.139  2.921
C  0.351  0.916  4.297
C  0.509  1.971  5.167
C  0.621  3.295  4.707
C  0.566  3.535  3.365
C  0.425  2.470  2.436
C  0.298  2.805  1.075
N  0.180  1.978  0.062
C  -0.005  2.553  -1.295
C  -0.458  1.449  -2.244
N  0.357  0.276  -1.924
C  1.175  -0.200  -2.794
C  2.242  -1.118  -2.478
C  2.900  -1.828  -3.489
C  3.980  -2.630  -3.186
C  4.442  -2.702  -1.872
C  3.824  -1.989  -0.855
C  2.725  -1.209  -1.162
O  2.129  -0.496  -0.171
H  0.262  -0.101  4.652
H  0.543  1.774  6.231
H  0.742  4.109  5.407
H  0.636  4.549  2.988
H  0.266  3.868  0.839
H  0.955  2.952  -1.629
H  -0.728  3.368  -1.271
H  -0.323  1.766  -3.279
H  -1.511  1.209  -2.098
H  1.109  0.149  -3.826
H  2.551  -1.747  -4.511
H  4.475  -3.187  -3.968
H  5.300  -3.317  -1.636
H  4.187  -2.023  0.163
O  -5.323  -2.238  0.101
C  -4.156  -1.623  0.101
C  -3.995  -0.231  0.074
C  -2.729  0.291  0.072
N  -1.626  -0.484  0.082
C  -1.805  -1.811  0.145
Br  -0.171  -2.736  0.288
C  -3.015  -2.437  0.149
H  -6.075  -1.630  0.080
H  -4.850  0.431  0.065
H  -2.569  1.361  0.073
H  -3.107  -3.512  0.202

Force components x, y, z for each atom (eV/Å):
0.1 0.3 -0.3
0.0 0.1 0.0
0.0 0.0 -0.1
0.0 -0.1 0.1
0.0 0.1 0.0
0.0 -0.1 0.0
0.0 0.0 -0.1
0.0 0.0 0.0
0.0 0.0 0.0
0.0 0.0 0.0
0.0 0.0 0.0
0.0 0.0 0.0
0.1 -0.1 0.1
0.0 0.0 0.1
-0.1 0.0 0.1
0.0 0.0 0.0
0.0 0.0 0.1
0.0 0.0 0.0
0.1 0.0 0.0
-0.1 0.1 -0.2
-0.2 -0.1 0.2
0.0 0.0 0.0
0.0 0.0 0.0
0.0 0.0 0.0
0.0 0.0 0.0
0.0 0.0 0.0
0.0 0.0 0.0
0.0 0.0 0.0
0.0 0.0 0.0
0.0 0.0 0.0
0.0 0.0 0.0
0.0 0.0 0.0
0.0 0.0 0.0
0.0 0.0 0.0
0.0 0.0 0.0
0.0 0.0 0.0
0.0 0.0 0.0
0.0 0.0 0.0
0.1 0.0 0.0
0.0 0.0 0.0
0.0 0.0 0.0
0.0 -0.1 0.0
-0.1 0.0 0.0
0.0 0.0 0.0
0.0 0.0 0.0
0.0 0.0 0.0
0.0 0.0 0.0

---

Entry 2:
Here is a cluster of 6 separate species, C37H35O21PS in total from the Open Molecules 2025 dataset. Energies are from ωB97M-V/def2-TZVPD.

Its structure (SMILES) is O=C1C=C(O)C(=O)C=C1O.O=C1C=C(O)C(=O)C=C1O.O=C1C=C(O)C(=O)C=C1O.O=C1C=C(O)C(=O)C=C1O.O=C1C=C(O)C(=O)C=C1O.C#CCCC[PH2](S)OCC. As for the total charge: 0. As for the HOMO energy: -9.0 eV. For the energy, the calculation gives -102049.7249 eV. Its gap between HOMO and LUMO is 7.08 eV. The LUMO energy is -1.9 eV.

Atoms and positions in Å:
C  1.990  -1.861  3.908
C  2.605  -0.768  3.472
C  3.251  0.626  3.006
C  2.363  1.411  1.892
C  0.769  1.258  2.088
P  0.126  1.586  3.843
S  1.369  3.316  4.167
O  -1.058  0.274  3.701
C  -2.388  0.804  3.452
C  -3.472  -0.354  3.040
H  1.901  -2.926  4.359
H  3.568  1.309  3.893
H  4.254  0.355  2.473
H  2.718  2.512  1.747
H  2.617  0.892  0.876
H  0.227  1.940  1.316
H  0.474  0.152  1.828
H  0.673  0.868  4.980
H  -1.021  2.468  4.015
H  2.518  2.948  4.903
H  -2.394  1.553  2.556
H  -2.847  1.317  4.397
H  -4.050  -0.623  4.006
H  -2.980  -1.308  2.630
H  -4.274  0.074  2.308
C  -1.224  -2.222  -1.660
C  -1.121  -2.677  -0.409
C  -1.734  -3.974  -0.003
O  -1.605  -4.370  1.144
C  -2.481  -4.729  -1.016
C  -2.585  -4.272  -2.265
C  -1.950  -2.989  -2.678
O  -2.051  -2.610  -3.834
O  -3.282  -4.966  -3.218
O  -0.450  -1.971  0.549
H  -0.783  -1.283  -1.968
H  -2.935  -5.660  -0.704
H  -3.209  -4.431  -4.034
H  -0.518  -2.509  1.364
C  -8.302  -5.939  -2.866
C  -7.115  -5.492  -2.451
C  -6.568  -5.869  -1.116
O  -5.470  -5.458  -0.774
C  -7.388  -6.729  -0.254
C  -8.576  -7.172  -0.669
C  -9.111  -6.818  -2.014
O  -10.193  -7.256  -2.369
O  -9.350  -7.971  0.125
O  -6.353  -4.671  -3.234
H  -8.710  -5.674  -3.833
H  -6.987  -6.980  0.719
H  -10.155  -8.157  -0.399
H  -5.544  -4.491  -2.713
C  -3.030  -3.643  7.714
C  -3.516  -4.790  7.236
C  -3.144  -5.286  5.880
O  -3.592  -6.349  5.482
C  -2.244  -4.459  5.068
C  -1.760  -3.309  5.545
C  -2.110  -2.827  6.911
O  -1.636  -1.781  7.323
O  -0.924  -2.530  4.797
O  -4.375  -5.557  7.973
H  -3.290  -3.273  8.697
H  -1.996  -4.821  4.079
H  -0.713  -1.758  5.361
H  -4.580  -6.331  7.410
C  4.748  2.767  -2.106
C  5.024  3.595  -3.115
C  5.484  4.992  -2.869
O  5.747  5.718  -3.815
C  5.600  5.444  -1.478
C  5.320  4.616  -0.469
C  4.887  3.212  -0.714
O  4.657  2.476  0.232
O  5.421  5.026  0.831
O  4.897  3.194  -4.415
H  4.416  1.751  -2.270
H  5.917  6.465  -1.314
H  5.169  4.249  1.369
H  5.156  3.969  -4.954
C  7.224  9.439  -8.251
C  7.347  8.141  -8.537
C  6.780  7.092  -7.643
O  6.893  5.915  -7.945
C  6.103  7.527  -6.416
C  5.983  8.824  -6.127
C  6.526  9.874  -7.035
O  6.383  11.052  -6.750
O  5.357  9.241  -4.986
O  7.997  7.723  -9.665
H  7.629  10.211  -8.892
H  5.712  6.755  -5.767
H  5.400  10.219  -5.008
H  7.948  6.746  -9.646

Force components x, y, z for each atom (eV/Å):
4.5 5.1 -1.9
-2.9 -4.6 2.3
0.4 -0.8 -0.5
0.1 -0.5 -0.8
0.6 -0.9 -1.1
-1.0 -1.6 -0.3
1.6 1.2 1.2
-1.4 1.3 0.0
-1.4 -0.6 -0.8
-0.2 0.4 0.9
-0.1 2.6 -1.2
-1.0 -1.5 -1.4
-1.8 0.4 1.0
-0.7 -2.1 0.7
-0.6 0.9 1.8
0.8 -1.0 1.5
0.5 2.2 0.6
-0.2 0.6 -1.0
1.2 -0.3 -0.1
-1.4 0.0 -0.9
0.2 -1.1 1.6
1.1 -0.6 -1.6
0.9 0.2 -1.6
-0.7 1.6 0.5
1.6 -0.8 1.2
-0.1 -0.1 -0.4
0.8 1.2 0.7
-0.4 -0.7 0.2
0.1 0.4 -0.3
0.2 0.0 0.3
-0.6 -1.0 -0.3
0.3 0.7 -0.2
-0.2 -0.4 0.3
0.6 1.1 0.4
-0.8 -1.2 -0.6
0.0 0.0 0.0
0.0 0.1 0.0
0.0 -0.2 0.1
0.1 0.2 0.0
-0.3 -0.2 0.1
0.4 0.9 -1.3
0.2 -0.2 0.8
-0.4 0.0 -0.4
0.3 0.2 -0.1
-0.4 -0.8 1.2
-0.3 0.2 -0.8
0.3 0.0 0.4
0.3 0.8 -1.3
-0.4 -0.8 1.3
0.0 0.0 0.0
0.0 0.0 0.0
0.2 0.0 0.1
0.0 -0.1 -0.2
0.2 0.3 0.0
-0.8 -0.4 1.2
0.3 -0.2 -0.8
-0.1 0.3 0.4
-0.3 -0.4 0.1
0.9 0.5 -1.3
-0.2 0.3 0.7
0.0 -0.3 -0.4
-0.9 -0.6 1.4
0.8 0.3 -1.2
0.0 0.0 0.0
0.0 0.0 0.0
0.0 0.1 -0.4
0.0 0.1 0.1
0.0 -0.1 0.4
-0.3 -0.9 -1.2
0.2 0.8 0.3
-0.2 -0.5 0.1
0.0 0.1 -0.4
0.3 1.0 1.2
-0.2 -0.8 -0.2
0.3 0.5 -0.1
-0.3 -1.0 -1.1
0.3 1.0 1.2
0.0 0.0 0.0
0.0 0.0 0.0
0.1 0.2 -0.1
0.0 -0.2 0.0
-0.1 0.3 0.2
0.8 0.1 -1.3
-0.3 -0.5 0.6
0.1 0.4 -0.2
0.1 -0.3 -0.3
-0.7 -0.2 1.3
0.3 0.6 -0.5
-0.1 -0.5 0.2
0.7 0.2 -1.3
-0.8 -0.2 1.3
0.0 0.0 0.0
0.1 0.1 0.0
0.0 -0.2 0.0
0.0 0.2 0.0

---

Entry 3:
Here is a structure of composition C23H26BaBrClN2 from the Open Molecules 2025 dataset. Energies are from ωB97M-V/def2-TZVPD.

As for the total charge: 0. As for the HOMO energy: -6.4 eV. For the energy, the calculation gives -110510.8449 eV. Its gap between HOMO and LUMO is 5.43 eV. The LUMO energy is -1.0 eV.

Atoms and positions in Å:
Ba  0.118  -1.402  0.758
C  0.423  0.623  2.824
C  1.706  0.235  2.338
C  1.952  0.886  1.081
C  0.820  1.634  0.813
C  -0.148  1.455  1.887
C  -1.443  2.185  1.963
C  0.575  2.592  -0.321
C  3.250  0.848  0.304
C  2.629  -0.722  2.997
C  -0.124  0.249  4.153
H  -2.056  2.055  1.070
H  -1.309  3.280  2.097
H  -2.034  1.941  2.851
H  0.857  3.641  -0.058
H  -0.459  2.613  -0.560
H  1.102  2.376  -1.256
H  3.971  1.554  0.641
H  3.082  0.881  -0.812
H  3.746  -0.123  0.432
H  3.131  -0.351  3.897
H  3.432  -0.942  2.327
H  2.172  -1.669  3.346
H  -0.694  -0.657  4.191
H  -0.815  0.993  4.528
H  0.719  0.161  4.788
Br  4.337  -1.130  -6.023
C  2.801  -0.890  -4.879
C  2.439  0.332  -4.383
C  1.349  0.396  -3.508
C  0.714  -0.734  -3.047
C  1.098  -1.960  -3.536
C  2.119  -2.040  -4.494
N  -0.416  -0.776  -2.180
C  -1.429  -0.047  -2.379
C  -2.571  -0.072  -1.408
C  -3.706  0.652  -1.640
C  -4.799  0.438  -0.765
C  -4.645  -0.452  0.335
C  -3.428  -1.107  0.442
N  -2.411  -0.879  -0.353
H  2.998  1.198  -4.725
H  0.987  1.354  -3.125
H  0.713  -2.950  -3.160
H  2.347  -2.981  -5.017
H  -1.689  0.471  -3.341
H  -3.819  1.249  -2.483
H  -5.723  1.015  -0.829
H  -5.389  -0.625  1.115
H  -3.210  -1.829  1.290
Cl  -0.265  -4.150  1.786
C  -0.829  -2.799  2.949
H  -0.310  -3.047  3.891
H  -1.869  -2.973  3.186

Force components x, y, z for each atom (eV/Å):
0.2 0.3 0.0
0.8 -0.6 -0.1
0.0 0.5 0.0
0.4 -0.5 0.9
-1.6 0.4 -0.2
0.7 0.6 -1.7
-0.2 1.0 0.5
1.1 0.7 0.3
-1.1 -1.6 -1.1
0.0 -0.4 0.9
-0.5 0.4 -0.3
-0.2 0.0 0.0
0.2 -0.4 -0.4
0.0 -0.5 -0.2
-0.2 -0.6 -0.1
-1.2 0.1 -0.3
0.2 -0.2 0.2
0.5 0.9 0.0
0.2 0.5 1.0
-0.1 0.0 0.1
-0.1 0.3 0.1
0.6 -0.5 -0.5
0.0 0.2 -0.4
-0.1 -0.8 -0.2
0.1 0.5 0.2
0.6 -0.1 1.2
-0.6 0.3 0.3
0.4 -1.1 -0.2
-0.2 0.4 0.1
0.1 1.3 0.2
-1.3 -0.8 -0.3
1.3 -2.3 -0.6
-0.3 -0.3 -0.2
0.8 1.1 0.4
-1.2 -0.1 -0.6
1.2 -0.3 -0.1
-1.7 -1.4 1.8
0.5 -0.3 1.4
-0.2 0.8 -1.2
0.3 -0.7 1.8
0.2 -0.2 -0.7
-0.3 0.1 0.3
0.3 -0.2 -0.2
-0.1 1.4 -0.4
0.0 0.4 0.7
0.8 0.0 0.7
-0.1 1.1 -1.3
0.3 -0.2 -0.3
0.0 0.2 -0.6
-0.4 0.9 -1.0
-0.3 -0.5 0.1
0.6 0.4 0.3
0.1 0.1 -0.4
-0.6 -0.5 -0.2

---

Look up the total charge of the first one. +2

---

Among the records above, which one has the highest energy? C37H35O21PS

---

What is the formula in the second record? C37H35O21PS